Record 1
Here is 6 unconnected molecules or ions with the total composition C14H25Cl10F3O2 from the Open Molecules 2025 dataset. Energies are from wB97M-V/def2-TZVPD.

## Properties
* LUMO level: 0.012 hartree
* HOMO: -10.697 eV
* orbital gap: 0.405 hartree
* electronic energy: -5600.41561 hartree
* SMILES: CCOC(=O)C(F)(F)F.ClCCCl.ClCCCl.ClCCCl.ClCCCl.ClCCCl

```
! wB97M-V def2-TZVPD RIJCOSX def2/J DEFGRID3
* xyz 0 1
Cl 3.5351 -2.0072 -5.9025
Cl -0.5717 2.4814 3.9433
Cl 4.8253 3.2055 6.0098
Cl -5.7187 1.3810 2.4008
Cl 2.5192 0.4651 3.4959
Cl -5.1157 -2.9133 2.4283
Cl -1.1091 -1.7860 1.2973
Cl 2.6106 -1.2343 -0.8611
Cl -1.7388 3.9312 1.0201
Cl 5.5770 -0.6375 -3.5731
F -3.9492 -0.6135 -3.0749
F -3.7415 1.4847 -3.0850
F -3.7604 0.5234 -1.1455
O -1.4278 -0.9288 -1.7812
O -1.0880 0.9934 -3.0860
C -4.6514 -1.2226 2.4370
C 3.6149 2.5881 4.9156
C 0.2497 0.7363 -3.3084
C -3.3689 0.4009 -2.3966
C 3.8616 1.1319 4.5639
C -1.7141 2.1999 1.3733
C 5.1206 -2.3532 -3.7080
C -5.9939 -0.3705 2.2708
C 1.2789 -0.8228 0.2864
C -1.9376 1.9086 2.8888
C -1.8765 0.0981 -2.4154
C 0.5489 -2.0485 0.7130
C 3.6073 -2.4459 -4.2172
C 0.4046 0.0097 -4.6193
H 5.1603 -2.6708 -2.6661
H 0.1989 0.5683 -5.5325
H 1.0989 -2.6499 1.4369
H 2.7138 2.7869 5.4958
H -0.6965 1.9261 1.0948
H 4.8242 1.0364 4.0615
H 0.7741 0.2020 -2.5161
H 0.4525 -2.7476 -0.1177
H 0.8026 1.6715 -3.2197
H -4.2447 -1.0290 3.4296
H -2.4415 1.5868 0.8412
H -2.8031 2.4513 3.2691
H 3.9374 0.5920 5.5078
H 3.5631 3.1658 3.9927
H 1.7095 -0.2358 1.0976
H 1.4634 -0.0475 -4.8718
H 0.0174 -1.0021 -4.7396
H -2.0867 0.8382 3.0308
H -3.8122 -1.1593 1.7442
H 5.8991 -2.7891 -4.3341
H -6.7196 -0.5747 3.0581
H 3.2263 -3.4659 -4.2694
H -6.5702 -0.6442 1.3871
H 0.6421 -0.1854 -0.3271
H 2.9003 -1.7795 -3.7232
*
```

Mulliken population analysis, charges in e, atoms 1 to 6: atom 1 (Cl): -0.19, atom 2 (Cl): -0.16, atom 3 (Cl): -0.19, atom 4 (Cl): -0.20, atom 5 (Cl): -0.16, atom 6 (Cl): -0.21



Record 2
Here is a molecular structure, C14H25ClFeNP from the Open Molecules 2025 dataset. Energies are from wB97M-V/def2-TZVPD.

## Properties
* LUMO level (alpha / beta): 0.020 / 0.004 hartree
* HOMO (alpha / beta): -6.624 / -7.351 eV
* orbital gap (alpha / beta): 0.263 / 0.274 hartree
* ⟨S²⟩: 6.0343
* electronic energy: -2668.27238 hartree

```
! wB97M-V def2-TZVPD RIJCOSX def2/J DEFGRID3
* xyz 0 5
Fe 0.0075 -1.6918 1.2318
Cl -0.1094 -1.1027 3.8402
P -0.2860 -2.5865 -0.7339
N -1.3504 3.0187 0.2479
C 1.5476 -0.5928 -0.9856
C -0.3931 3.0813 1.3193
C 0.9669 -2.0666 2.8506
C 0.8509 -0.1809 0.1559
C -2.6624 2.5037 0.5020
C 2.0921 1.8977 0.1132
C 2.8368 1.4522 -0.9772
C -1.6220 -1.8246 -1.7035
C -1.0019 3.3173 -1.1049
C 1.2185 -1.9211 -1.6095
C 1.0545 1.1089 0.6550
C 2.5586 0.2064 -1.5404
C -0.2960 -4.3215 -1.2224
C 0.1999 1.7107 1.7309
H -0.6027 -3.2161 1.6005
H -2.8032 1.4928 0.0770
H -2.5556 -2.3423 -1.4566
H -2.8229 2.4483 1.5871
H 0.0831 3.4758 -1.1875
H -0.9297 3.5004 2.1887
H -1.2368 -2.7859 1.5285
H -1.3023 2.4939 -1.7787
H 1.9649 -1.6156 2.8051
H -1.3999 -1.9125 -2.7740
H -1.2801 -4.7419 -0.9800
H -1.7203 -0.7671 -1.4304
H 2.3127 2.8696 0.5623
H -1.5307 4.2283 -1.4419
H 0.4766 -4.8597 -0.6591
H 3.6291 2.0781 -1.3891
H 0.9758 -1.8499 -2.6813
H -0.6214 1.0408 2.0189
H 3.1137 -0.1613 -2.4047
H -0.1027 -4.4138 -2.2999
H -3.4179 3.1617 0.0413
H 2.0276 -2.6601 -1.4866
H 0.9251 -3.1247 3.1332
H 0.4066 3.7734 1.0179
H 0.7989 1.8794 2.6400
*
```

Mulliken population analysis, charges in e, atoms 1 to 6: atom 1 (Fe): -0.56, atom 2 (Cl): -0.18, atom 3 (P): 0.81, atom 4 (N): 0.29, atom 5 (C): 1.20, atom 6 (C): -1.29



Record 3
Here is a molecular structure, C14H25ClINOPRh from the Open Molecules 2025 dataset. Energies are from wB97M-V/def2-TZVPD.

## Properties
* LUMO level (alpha / beta): -0.229 / -0.377 hartree
* HOMO (alpha / beta): -11.509 / -15.595 eV
* orbital gap (alpha / beta): 0.194 / 0.196 hartree
* ⟨S²⟩: 6.0823
* electronic energy: -1887.46905 hartree

```
! wB97M-V def2-TZVPD RIJCOSX def2/J DEFGRID3
* xyz 2 5
I 0.1922 2.6624 0.3077
Rh -0.0461 -0.0266 0.0547
Cl -2.4366 -0.2656 -0.1521
P -0.2366 0.3723 -2.2592
O 2.9679 0.1287 -0.1779
N 3.0366 0.5955 3.6656
C -0.7959 -1.0739 -3.2041
C 1.7926 1.1527 2.9921
C -1.0401 -1.3477 2.5590
C 3.4061 -0.7557 3.1817
C 4.1892 1.5388 3.5267
C -1.3319 -1.6516 3.8869
C 0.3149 -0.0475 4.5490
C 0.4146 -1.9289 -0.3050
C -0.6541 -0.9907 4.9057
C 1.3339 0.8333 -3.0717
C 0.6467 0.2145 3.2114
C 1.8173 0.0742 -0.0632
C -1.3530 1.7283 -2.7420
C -0.0884 -0.4130 2.2223
H -0.9788 -0.7619 -4.2482
H 3.6231 -0.7036 2.1140
H 3.9026 2.5020 3.9688
H -0.5831 -2.3890 -0.2903
H 0.8948 -2.0869 -1.2712
H 4.4103 1.6548 2.4607
H -0.8787 2.6906 -2.5104
H 2.0790 0.0339 -2.9395
H 2.5779 -1.4357 3.3797
H 5.0581 1.1119 4.0446
H 0.8250 0.5012 5.3402
H 1.6521 2.1237 3.4851
H 1.1507 0.9834 -4.1492
H -2.2835 1.6256 -2.1702
H -1.5465 1.6504 -3.8239
H 1.0005 -2.2990 0.5404
H 4.2997 -1.0691 3.7328
H -0.8532 -1.1896 5.9612
H -2.0801 -2.4123 4.1175
H 2.7956 0.5145 4.6569
H -0.0281 -1.8626 -3.1952
H 1.7198 1.7634 -2.6269
H -1.7272 -1.4650 -2.7644
H -1.5968 -1.8316 1.7657
H 2.0411 1.3047 1.9497
*
```

Mulliken population analysis, charges in e, atoms 1 to 6: atom 1 (I): 0.15, atom 2 (Rh): -0.51, atom 3 (Cl): -0.27, atom 4 (P): 1.07, atom 5 (O): -0.31, atom 6 (N): -0.02



Record 4
Here is a molecular structure, C14H25ClInO3P2 from the Open Molecules 2025 dataset. Energies are from wB97M-V/def2-TZVPD.

## Properties
* LUMO level: -0.117 hartree
* HOMO: -11.254 eV
* orbital gap: 0.296 hartree
* electronic energy: -2106.76636 hartree

```
! wB97M-V def2-TZVPD RIJCOSX def2/J DEFGRID3
* xyz 1 1
In 0.0486 -0.0125 -0.1556
Cl 0.5159 4.2107 8.0363
P -0.1076 2.3664 -0.4182
P -0.1013 -2.3528 -0.4186
O 0.3220 -0.4793 3.2850
O 2.7338 0.0028 1.3924
O 0.3265 1.2595 1.8874
C 1.3367 -3.3378 0.1288
C 0.5001 1.8354 6.7107
C 0.4337 3.0337 4.1809
C 0.4368 1.6426 4.2820
C -1.4251 3.2707 0.4592
C 1.7625 -0.0021 0.9180
C -0.4033 2.7377 -2.1671
C 0.4722 1.0497 5.5582
C 0.4918 3.2367 6.6057
C 0.4596 3.8260 5.3311
C 1.4091 3.2999 -0.0109
C -1.5311 -3.2339 0.2982
C 0.3705 0.6857 3.0851
C -0.2254 -2.7272 -2.2062
H 1.4436 -3.2593 1.2203
H -2.4616 -2.7535 -0.0379
H -1.3480 2.2715 -2.4825
H -0.4554 3.8314 -2.3188
H 0.4096 2.3170 -2.7747
H 0.4718 -0.0310 5.6826
H -1.2693 3.2160 1.5471
H 1.6313 3.2158 1.0638
H 0.5229 1.3660 7.6870
H -1.5316 -4.2951 -0.0150
H 0.6620 -2.3378 -2.7227
H -0.3004 -3.8185 -2.3637
H 0.4509 4.9072 5.2470
H -0.8165 -0.5598 1.1815
H -1.4867 -3.1814 1.3955
H -0.8201 0.4538 1.1949
H -2.4005 2.8188 0.2227
H 2.2509 -2.9403 -0.3349
H 1.2859 4.3674 -0.2764
H 1.2135 -4.4003 -0.1529
H 2.2581 2.8808 -0.5700
H 0.7475 0.0159 -1.5072
H -1.1139 -2.2284 -2.6183
H 0.4030 3.5160 3.2028
H -1.4325 4.3346 0.1488
*
```

Mulliken population analysis, charges in e, atoms 1 to 6: atom 1 (In): 1.63, atom 2 (Cl): -0.18, atom 3 (P): 0.60, atom 4 (P): 0.45, atom 5 (O): -0.58, atom 6 (O): -0.17



Number 1: molecular weight 636.9 g mol⁻¹. Number 2: molecular weight 329.6 g mol⁻¹. Number 3: molecular weight 519.6 g mol⁻¹. Number 4: molecular weight 453.6 g mol⁻¹.